1.
{"formula": "C2H6ClN", "method": "ωB97M-V with the def2-TZVPD basis set", "de_lowest_ev": 5.059, "energy_ha": -594.56623, "orbital_gap_ev": [9.777, 8.045], "homo_ev": [-9.4, -8.5], "species": ["C", "C", "N", "Cl", "H", "H", "H", "H", "H", "H"], "xyz": [[1.20314, -0.82278, -0.41054], [-1.51015, 0.76423, 0.98975], [0.69459, 0.45510, -0.66210], [-0.09876, 0.63930, -2.15448], [2.26689, -0.80662, -0.73714], [1.33740, -0.90072, 0.67347], [0.58130, -1.64006, -0.78021], [-2.29186, 1.25118, 0.30421], [-1.21732, -0.24933, 0.99682], [-0.96524, 1.30970, 1.78022]], "forces_ev_per_angstrom": [[0.8, -0.7, 0.5], [-0.4, 1.8, -0.1], [-0.7, 2.0, 0.0], [0.3, -0.4, 0.2], [-0.5, -0.5, -0.5], [-0.4, 0.0, 0.0], [0.4, -0.2, -0.2], [1.5, -1.0, 1.3], [-0.4, -1.1, -0.5], [-0.7, 0.2, -0.7]]}



2.
{"formula": "C2H3O2P", "method": "ωB97M-V with the def2-TZVPD basis set", "de_lowest_ev": 1.473, "smiles": "[H]/P=C\\OC=O", "energy_ha": -569.77876, "orbital_gap_ev": 9.393, "homo_ev": -9.5, "species": ["C", "C", "O", "O", "P", "H", "H", "H"], "xyz": [[0.83885, 0.74331, 0.19580], [-1.38401, -0.21295, -0.04674], [-0.55326, 0.78388, 0.21955], [-1.02645, -1.30012, -0.42782], [2.10054, -0.37630, -0.08872], [1.12118, 1.74259, 0.52506], [-2.41845, 0.01604, 0.23184], [1.32161, -1.39644, -0.60898]], "forces_ev_per_angstrom": [[0.4, -0.4, 0.1], [0.7, -2.3, 0.0], [0.4, 1.1, 0.1], [-0.5, 0.7, 0.0], [-1.0, 1.3, 0.1], [0.2, -0.2, 0.0], [0.1, 0.4, -0.2], [-0.3, -0.6, 0.0]]}



3.
{"formula": "C34H40BeN4O2P2", "method": "ωB97M-V with the def2-TZVPD basis set", "energy_ha": -2386.48290, "orbital_gap_ev": 7.691, "homo_ev": -8.0, "species": ["Be", "C", "C", "C", "C", "C", "C", "C", "C", "C", "H", "H", "H", "H", "H", "H", "H", "H", "H", "H", "H", "H", "H", "H", "H", "P", "P", "N", "N", "N", "N", "C", "C", "C", "C", "C", "C", "C", "C", "C", "C", "C", "C", "C", "C", "C", "C", "C", "C", "H", "H", "H", "H", "H", "H", "H", "H", "H", "H", "H", "H", "H", "H", "H", "H", "H", "H", "H", "H", "O", "C", "O", "C", "C", "C", "C", "C", "C", "H", "H", "H", "H", "H"], "xyz": [[-0.88346, 3.20216, -0.25418], [-0.32982, -1.59366, -2.88077], [-0.21138, -0.82705, -3.97250], [-1.35293, -0.08434, -4.61316], [-2.13413, 0.83205, -3.65763], [-3.58017, 0.45883, -3.51341], [-3.89860, -0.76145, -3.04321], [-2.93811, -1.90770, -2.90237], [-1.59720, -1.78362, -2.10802], [-2.09118, 3.88404, 0.76677], [0.53742, -2.17223, -2.53757], [0.76969, -0.62495, -4.42316], [-2.01937, -0.77117, -5.15384], [-0.89688, 0.57611, -5.37140], [-1.68294, 0.76311, -2.65920], [-2.04263, 1.86697, -4.02249], [-4.30596, 1.27960, -3.62590], [-4.91478, -0.98484, -2.67611], [-2.69809, -2.29349, -3.90178], [-3.51231, -2.67388, -2.36511], [-1.65560, -1.02201, -1.31507], [-1.47253, -2.72007, -1.54262], [-1.70999, 4.09041, 1.79439], [-2.94377, 3.16673, 0.86616], [-2.37703, 4.86645, 0.31804], [-4.21008, 4.40045, -0.94812], [-1.33951, 4.52143, -3.69921], [-5.73371, 3.57412, -1.20483], [-5.00490, 5.98879, -0.55752], [-2.50526, 4.33716, -5.08027], [-0.64842, 5.91603, -4.59456], [-3.90933, 4.79391, -2.64972], [-2.54396, 5.52315, -2.73279], [-6.22838, 2.66802, -0.25722], [-7.46624, 2.20869, -0.69724], [-7.75660, 2.86821, -1.93820], [-6.68978, 3.72145, -2.21672], [-4.75787, 6.61927, 0.66376], [-5.59328, 7.72789, 0.75938], [-6.38397, 7.77631, -0.43526], [-5.99211, 6.70761, -1.24088], [-2.58184, 3.27130, -5.97868], [-3.65161, 3.47298, -6.84162], [-4.24053, 4.73098, -6.49780], [-3.51243, 5.24420, -5.43459], [-0.51928, 6.09324, -5.98233], [-0.13655, 7.40643, -6.24088], [-0.00996, 8.06343, -4.97287], [-0.33378, 7.13596, -3.99412], [-4.70425, 5.41992, -3.07264], [-3.93602, 3.84099, -3.19671], [-2.67768, 6.56012, -3.09871], [-2.04310, 5.62544, -1.74753], [-5.63229, 2.43954, 0.62055], [-8.09871, 1.49858, -0.17931], [-8.64247, 2.74761, -2.55008], [-6.53413, 4.40086, -3.05057], [-4.01218, 6.21224, 1.33668], [-5.63533, 8.40952, 1.59330], [-7.16239, 8.48753, -0.66762], [-6.32045, 6.42181, -2.23745], [-1.85101, 2.47529, -5.94161], [-3.98328, 2.79627, -7.61801], [-5.09061, 5.22405, -6.95877], [-3.69019, 6.15031, -4.87055], [-0.73657, 5.29015, -6.67062], [0.01893, 7.83450, -7.22281], [0.27804, 9.09006, -4.80420], [-0.39746, 7.23593, -2.92274], [0.53720, 3.01629, 0.59065], [0.37310, 1.79338, 0.20334], [-0.57475, 1.66418, -0.70618], [1.15027, 0.66767, 0.69926], [1.55524, -0.33421, -0.18645], [2.13445, -1.51330, 0.29750], [2.30796, -1.69991, 1.67971], [2.01119, -0.64393, 2.55998], [1.43141, 0.53398, 2.06877], [1.36867, -0.20461, -1.24951], [2.44291, -2.30800, -0.39106], [2.69551, -2.65691, 2.06558], [2.20734, -0.76680, 3.63155], [1.12374, 1.33782, 2.73532]], "forces_ev_per_angstrom": [[0.0, -0.5, 1.5], [0.3, 0.2, -0.9], [0.3, -0.1, 0.4], [0.6, 0.6, -0.6], [-0.1, 0.1, -0.2], [-0.3, -0.3, 1.0], [-0.4, 1.1, 0.0], [0.2, -0.6, 0.5], [-0.3, -0.4, 0.5], [0.1, 0.5, 0.4], [-0.2, 0.5, 0.0], [-0.3, -0.6, 0.2], [0.2, 0.2, 0.1], [-0.2, -0.4, 0.0], [0.0, 0.3, -0.3], [-0.1, -0.5, 0.5], [0.1, -0.6, 0.2], [0.4, 0.3, -0.6], [-0.1, -0.2, 0.3], [0.2, -0.1, -0.4], [-0.1, 0.0, -0.2], [-0.2, 0.2, -0.2], [0.2, -0.2, -0.7], [0.6, 1.0, -0.1], [0.0, -0.8, 1.0], [-4.0, 1.0, -0.3], [-1.6, 1.9, -3.4], [-0.7, -0.7, 0.1], [0.8, 0.1, 0.5], [-0.2, -0.7, -0.2], [0.8, 0.9, 0.0], [0.4, 0.1, -0.6], [0.1, 0.3, 0.7], [-0.6, 0.1, -1.2], [0.8, 0.5, 0.1], [1.1, 0.6, 0.2], [-0.3, -1.0, 0.6], [-0.9, 0.6, -0.7], [0.4, -0.9, -0.4], [0.7, -1.0, -0.3], [0.3, 0.4, 1.0], [-0.7, 0.4, -0.1], [0.7, 0.1, 0.6], [0.8, 0.1, 0.8], [-0.2, -0.7, -0.5], [0.3, 0.7, 0.5], [-0.2, -1.1, 0.9], [-0.3, -0.8, 0.2], [0.2, 0.0, -0.9], [0.4, -0.2, 0.1], [0.1, 0.2, 0.0], [0.3, -0.7, 0.0], [-0.5, 0.1, -0.1], [-0.2, 0.0, -0.2], [0.1, 0.1, -0.1], [0.2, 0.0, 0.1], [-0.1, -0.4, 0.3], [-0.2, 0.1, -0.1], [0.0, 0.0, 0.0], [0.1, 0.0, 0.0], [0.0, 0.1, 0.5], [-0.2, 0.1, 0.0], [0.2, 0.1, 0.1], [0.2, -0.2, 0.1], [0.2, -0.2, -0.3], [0.0, 0.1, 0.1], [0.0, -0.1, 0.2], [-0.1, -0.1, 0.0], [0.1, 0.1, 0.0], [0.1, -1.6, -0.7], [-0.5, 1.7, -1.1], [1.4, 0.3, 1.0], [0.4, -1.0, 0.6], [-0.1, -0.4, 0.1], [0.0, 0.1, 0.3], [0.1, 0.4, -0.2], [-0.2, -0.1, -0.3], [-0.1, -0.2, -0.1], [0.0, -0.1, 0.2], [-0.2, 0.4, 0.2], [-0.2, 0.6, -0.2], [-0.2, 0.1, -0.5], [0.2, -0.2, 0.0]]}



4.
{"formula": "C6H12NO", "method": "ωB97M-V with the def2-TZVPD basis set", "de_lowest_ev": 0.748, "energy_ha": -365.35028, "orbital_gap_ev": [7.376, 7.315], "s2": 2.0133, "spin_multiplicity": 3, "homo_ev": [-10.6, -14.2], "total_charge": 1, "species": ["C", "C", "C", "C", "C", "C", "N", "O", "H", "H", "H", "H", "H", "H", "H", "H", "H", "H", "H", "H"], "xyz": [[1.77357, -0.70004, -0.03657], [0.40391, -0.95527, -0.10360], [-1.34487, 0.68722, 0.12715], [-3.60210, -0.49809, -0.04690], [3.98740, 0.29378, -0.02765], [-2.75309, 0.78517, -0.12934], [2.55736, 0.40177, -0.17383], [-0.81221, -0.41503, -0.08639], [2.33605, -1.61269, 0.29062], [0.31762, -2.05775, 0.05266], [-0.82826, 1.48365, 0.72075], [-4.66832, -0.31841, -0.44410], [-3.84517, -0.97763, 0.91723], [-2.89867, -1.23635, -0.46114], [4.49047, -0.68139, 0.20965], [4.45151, 0.91855, -0.80457], [4.21046, 0.77315, 0.99874], [-3.25447, 1.54903, 0.52441], [-2.78936, 1.25689, -1.06257], [2.26815, 1.30346, -0.46456]], "forces_ev_per_angstrom": [[1.4, 1.3, 0.3], [-1.3, -1.7, 1.0], [-0.7, 7.4, 2.8], [-0.5, -0.4, -0.3], [1.6, 1.3, 2.8], [-2.7, 0.7, 2.4], [-0.4, -2.9, 0.1], [4.6, -7.2, -1.4], [-0.5, 1.0, -0.7], [-0.5, 1.0, -0.4], [-0.2, -1.0, -0.6], [2.0, -0.6, -0.3], [0.6, 1.0, 0.3], [-1.4, -0.4, -0.9], [-1.2, 0.4, -1.2], [0.2, -0.6, 0.3], [-0.1, 0.0, -1.5], [0.9, -0.4, -0.3], [-0.8, 0.4, -2.1], [-0.9, 0.7, -0.3]]}



Q: What is the formula in the third record?
A: C34H40BeN4O2P2